This record from OMol25 describes a single C3H7N3O2 molecule. The level of theory is ωB97M-V with the def2-TZVPD basis set.

XYZ file:
```
15
Properties=species:S:1:pos:R:3:mulliken_charge:R:1
C 2.4301 -1.0040 -0.0956 -0.66
O 1.6361 0.2480 -0.1011 -0.35
C 0.2993 0.0774 0.0069 0.65
N -0.4345 -1.0255 -0.0840 -0.50
C -1.8011 -0.9764 0.2668 0.19
O -2.7247 -1.5502 -0.2843 -0.55
N -0.2976 1.3498 0.0902 -0.15
N -1.6655 1.3518 -0.2277 -0.54
H 2.4367 -1.5889 -1.1147 0.26
H 2.2002 -1.6078 0.7086 0.35
H 3.5310 -0.6214 0.1500 0.23
H -1.9997 -0.3876 1.2152 0.30
H 0.3571 2.1035 -0.0803 0.24
H -2.1272 1.6554 0.6790 0.27
H -1.8404 1.9759 -1.1291 0.25
```

Summary:
HOMO energy ... -9.20 eV
SMILES ... CO/C(=N/C=O)NN
ΔE to the lowest compared entry with this formula, charge and spin ... 389.1 kJ/mol
DFT total energy ... -11787.2805 eV
LUMO level ... 0.6 eV
Orbital gap ... 9.79 eV

This record from OMol25 describes 3 unconnected molecules or ions with the total composition C17H39BrFNO6Si. The level of theory is ωB97M-V with the def2-TZVPD basis set.

XYZ file:
```
66
Properties=species:S:1:pos:R:3:mulliken_charge:R:1
C -2.7586 -2.0286 7.7045 -0.46
C -1.5659 -1.7134 6.8363 -0.36
Si -1.4616 -2.3184 4.9703 0.77
F -3.0988 -2.8506 4.5548 -0.38
Br -0.9937 -0.4801 3.6442 -0.28
N -0.1892 -3.5773 4.8005 -0.32
C -0.4386 -4.5224 3.6467 -0.28
C -1.5425 -5.6995 3.9331 -0.38
C -1.2069 -6.6659 5.2203 -0.90
H -3.3285 -3.0506 7.5828 0.21
H -3.1242 -1.2188 8.4796 0.22
H -0.6468 -1.0695 7.2142 0.28
H 0.0324 -4.0671 5.6941 0.33
H 0.6002 -5.0500 3.4042 0.32
H -0.7228 -3.9394 2.6465 -0.05
H -1.5236 -6.4137 2.9769 0.30
H -2.6426 -5.3125 4.0247 0.27
H -0.4264 -7.4770 4.8216 0.25
H -2.1690 -7.2638 5.5960 0.26
H -0.7694 -6.0776 6.1529 0.24
C -1.8324 -1.5750 -0.8225 -0.86
O -0.4656 -1.2117 -0.9228 -0.12
C 0.3234 -1.7648 0.1326 -0.27
C 1.7675 -1.9709 -0.3316 -0.43
O 1.9393 -3.1302 -1.1588 -0.49
C 1.4070 -3.0400 -2.4877 -0.31
C 2.2067 -2.1123 -3.4016 -0.61
O 1.9052 -0.7443 -3.1188 -0.14
C 2.9813 0.1240 -3.4320 -0.79
H -2.2703 -1.1620 0.0887 0.31
H -2.3616 -1.1672 -1.6893 0.24
H -1.9424 -2.6638 -0.8359 0.36
H -0.0907 -2.7215 0.4692 0.26
H 0.3031 -1.0517 0.9637 0.20
H 2.3824 -2.1548 0.5563 0.43
H 2.1755 -1.0798 -0.8122 0.07
H 0.3442 -2.7815 -2.4672 0.07
H 1.4724 -4.0552 -2.8950 0.41
H 1.9353 -2.2979 -4.4461 0.38
H 3.2803 -2.3072 -3.2640 0.39
H 3.8790 -0.1633 -2.8751 0.36
H 2.7029 1.1371 -3.1295 0.15
H 3.1802 0.1132 -4.5065 0.35
C -0.6612 2.1923 -2.5078 -0.84
O 0.1577 3.3351 -2.6907 -0.23
C 0.4059 3.6115 -4.0707 -0.48
C 0.6450 5.1089 -4.2810 -0.45
O -0.5617 5.8844 -4.2728 -0.47
C -1.1946 6.0510 -2.9965 -0.27
C -0.4349 6.9883 -2.0586 -0.58
O 0.6918 6.3222 -1.4850 -0.23
C 1.7365 7.2185 -1.1453 -0.80
H -0.1548 1.2979 -2.8768 0.32
H -0.8559 2.0760 -1.4370 0.24
H -1.6209 2.3219 -3.0177 0.39
H -0.4364 3.2868 -4.6914 0.37
H 1.3022 3.0524 -4.3596 0.34
H 1.0693 5.2436 -5.2820 0.40
H 1.3765 5.5106 -3.5775 0.17
H -1.4005 5.0822 -2.5320 0.08
H -2.1680 6.5051 -3.2133 0.40
H -1.0873 7.2959 -1.2347 0.40
H -0.1129 7.8776 -2.6198 0.35
H 2.0658 7.7744 -2.0291 0.34
H 2.5831 6.6333 -0.7764 0.23
H 1.4091 7.9071 -0.3625 0.32
```

Summary:
HOMO energy ... -9.02 eV
SMILES ... C=C[Si@@](F)(Br)NCCC.COCCOCCOC.COCCOCCOC
ΔE to the lowest compared entry with this formula, charge and spin ... 369.6 kJ/mol
DFT total energy ... -112670.4631 eV
LUMO level ... -0.1 eV
Orbital gap ... 8.93 eV

This record from OMol25 describes 2 unconnected molecules or ions with the total composition C6H14N2O2. The level of theory is ωB97M-V with the def2-TZVPD basis set.

XYZ file:
```
24
Properties=species:S:1:pos:R:3:mulliken_charge:R:1
C -1.3207 -0.0619 -2.0533 -1.29
C -0.2808 0.4748 2.2466 -1.51
C 0.2706 1.8324 0.2720 -1.75
C -0.0525 -0.6595 -1.3838 -0.80
C -0.4629 0.5971 0.7590 1.33
C -0.0017 -0.6357 0.0446 -0.56
N -0.3174 -1.8974 0.5882 0.01
N 2.2724 -0.1993 -0.0919 -0.51
O -0.1297 -2.2076 1.8946 -0.82
O 2.5307 -0.0167 -1.3851 -0.64
H -1.0906 0.6583 -2.8164 0.31
H -1.9587 -0.9013 -2.5490 0.33
H -1.9272 0.4570 -1.2769 0.32
H 0.5104 1.0850 2.7745 0.28
H -1.1893 0.5482 2.8246 0.35
H 0.0710 -0.5367 2.4573 0.48
H 0.0002 2.0205 -0.8007 0.21
H 1.3167 1.6437 0.2521 0.49
H 0.1284 2.7716 0.9562 0.45
H -0.0283 -1.6792 -1.8113 0.33
H 0.7631 -0.0212 -1.8624 0.25
H -1.6067 0.6845 0.6512 0.33
H -0.0848 -2.7146 0.0369 0.26
H 2.5878 -1.2419 0.2729 0.14
```

Summary:
HOMO energy (alpha / beta) ... 3.38 / 2.74 eV
ΔE to the lowest compared entry with this formula, charge and spin ... 168.0 kJ/mol
DFT total energy ... -13514.6419 eV
LUMO level (alpha / beta) ... 6.7 / 6.6 eV
Charge ... -2
Orbital gap (alpha / beta) ... 3.29 / 3.86 eV

This record from OMol25 describes 2 unconnected molecules or ions with the total composition C2H8N2O2. The level of theory is ωB97M-V with the def2-TZVPD basis set.

XYZ file:
```
14
Properties=species:S:1:pos:R:3:mulliken_charge:R:1
C 1.5959 0.3957 -0.2967 -1.41
C 0.2782 -0.1896 0.1860 0.76
N 0.3556 -1.5305 0.6472 -0.47
O -0.3877 0.6537 1.0238 -0.56
H 2.0470 -0.2513 -1.0472 0.38
H 2.2774 0.4835 0.5496 0.38
H 1.4277 1.3828 -0.7221 0.30
H -0.4678 -0.2028 -0.7902 0.14
H 1.1465 -2.0968 0.3661 0.18
H -0.5281 -1.9088 0.9632 0.18
H -1.4212 0.4431 1.0001 0.42
N -2.3164 0.8294 -0.2397 -0.28
O -1.8116 0.1487 -1.1888 -0.28
H -2.1954 1.8430 -0.4511 0.25
```

Summary:
HOMO energy (alpha / beta) ... -8.77 / -8.77 eV
SMILES ... C[C@@H](N)O.N=O
ΔE to the lowest compared entry with this formula, charge and spin ... 493.3 kJ/mol
DFT total energy ... -9274.7981 eV
LUMO level (alpha / beta) ... -0.4 / -0.4 eV
Orbital gap (alpha / beta) ... 8.36 / 8.36 eV

This record from OMol25 describes 2 unconnected molecules or ions with the total composition C4H5FO. The level of theory is ωB97M-V with the def2-TZVPD basis set.

XYZ file:
```
11
Properties=species:S:1:pos:R:3:mulliken_charge:R:1
C -2.3456 1.1119 -0.0624 -0.61
C -1.3876 0.2327 0.0331 0.13
C 1.2919 0.3334 0.0733 0.51
C 1.8689 -0.9961 -0.0062 -0.91
O 1.6500 1.4502 0.1433 -0.33
F -1.5659 -1.1050 0.1089 -0.23
H -3.3921 0.8170 -0.0847 0.26
H -2.1353 2.1621 -0.1263 0.25
H 2.9636 -0.9337 -0.0283 0.36
H 1.5041 -1.4935 -0.9034 0.29
H 1.5480 -1.5790 0.8527 0.29
```

Summary:
HOMO energy (alpha / beta) ... -8.80 / -7.98 eV
ΔE to the lowest compared entry with this formula, charge and spin ... 341.8 kJ/mol
DFT total energy ... -8989.4876 eV
LUMO level (alpha / beta) ... 0.2 / -0.1 eV
Orbital gap (alpha / beta) ... 8.99 / 7.93 eV

This record from OMol25 describes 2 unconnected molecules or ions with the total composition C4H13N2O2. The level of theory is ωB97M-V with the def2-TZVPD basis set.

XYZ file:
```
21
Properties=species:S:1:pos:R:3:mulliken_charge:R:1
O -0.0217 0.6886 1.8125 -0.63
C 0.6889 0.6570 0.8291 0.60
N 1.9110 1.2100 0.7618 -0.17
C 2.6670 1.5295 -0.4274 -0.79
C 0.2595 -0.1810 -0.3760 -0.94
N -0.7394 -1.1544 0.1095 -0.04
C -1.3133 -1.9700 -1.0308 -0.94
H 2.2048 1.6428 1.6254 0.26
H 2.7193 2.5969 -0.6199 0.30
H 3.7038 1.1989 -0.3449 0.31
H 2.3067 0.9965 -1.3099 0.29
H -0.2519 0.3867 -1.1572 0.37
H 1.1100 -0.6953 -0.8079 0.54
H -1.5188 -0.6247 0.5327 0.37
H -0.3448 -1.8287 0.7657 0.37
H -2.0597 -2.6210 -0.5868 0.37
H -0.5180 -2.5250 -1.4936 0.38
H -1.8492 -1.3158 -1.7085 0.36
H -2.5488 1.3560 1.0852 0.33
H -3.4830 0.1427 1.5141 0.33
O -2.9224 0.5103 0.8270 -0.70
```

Summary:
HOMO energy ... -13.73 eV
ΔE to the lowest compared entry with this formula, charge and spin ... 115.5 kJ/mol
DFT total energy ... -11428.2774 eV
LUMO level ... -2.9 eV
Charge ... +1
Orbital gap ... 10.78 eV